C6H14O | wB97M-V/def2-TZVPD

Results
ΔE to the lowest compared entry with this formula, charge and spin (kcal/mol): 14.4
SMILES: COCC(C)(C)C
Spin multiplicity: 1
Charge: 0
Total energy (Ha): -312.232087

Last column: Löwdin charge in e.
Atoms and positions in Å:
C: -2.263 -1.831 0.096  -0.11
O: -1.191 -1.025 0.545  -0.21
C: -0.222 -0.727 -0.462  -0.21
C: 0.597 0.467 -0.014  -0.61
C: 1.753 0.682 -0.998  -0.06
C: -0.269 1.744 0.008  -0.05
C: 1.119 0.173 1.389  -0.05
H: -1.929 -2.814 -0.256  0.09
H: -2.813 -1.316 -0.698  0.08
H: -2.950 -1.990 0.946  0.09
H: -0.688 -0.479 -1.436  0.13
H: 0.410 -1.632 -0.628  0.14
H: 2.391 -0.207 -1.056  0.08
H: 2.378 1.524 -0.680  0.09
H: 1.392 0.910 -2.011  0.09
H: -1.122 1.647 0.687  0.08
H: -0.654 2.008 -0.988  0.08
H: 0.330 2.600 0.349  0.08
H: 0.278 -0.047 2.052  0.08
H: 1.681 1.021 1.790  0.09
H: 1.770 -0.709 1.365  0.09